DFT (wB97M-V/def2-TZVPD) results for C33H28LuN8O5S2 as an isolated structure.

Summary:
Relative energy (zero: lowest compared OMol25 entry of this formula, charge and spin), kJ/mol: 0.00
Electronic energy, eV: -112126.394
Gap between HOMO and LUMO (alpha / beta), Eh: 0.234 / 0.281
2S+1: 2

Geometry as XYZ:
```
77
Properties=species:S:1:pos:R:3:forces:R:3
Lu 0.22515 0.05464 -0.09558 0.3 -0.5 0.2
C -0.47201 -1.54595 5.46011 0.0 0.1 -0.1
C -0.43786 -0.36986 4.71986 -0.1 -0.1 0.0
C -0.53071 -0.42191 3.33895 -0.2 0.2 0.2
C -0.66022 -1.63898 2.67524 0.0 0.0 -0.4
C -0.71822 -2.81852 3.41486 0.1 -0.1 0.2
C -0.61836 -2.76044 4.79731 0.0 0.0 0.0
N -0.66946 -1.61654 1.26267 -0.2 0.1 0.1
N -1.15493 -2.72322 0.72972 0.0 0.0 -0.3
C -1.29795 -2.67291 -0.62353 0.0 -0.2 0.1
C -1.83306 -3.81051 -1.26504 0.0 0.0 0.1
C -2.03268 -3.78829 -2.61538 0.0 0.0 -0.1
C -1.69886 -2.63800 -3.34925 0.0 0.0 0.1
C -1.17065 -1.57046 -2.66996 0.0 -0.2 0.1
N -0.96632 -1.57180 -1.33769 0.1 0.3 0.2
H -0.40573 -1.51788 6.53927 0.0 0.0 0.0
H -0.34622 0.59475 5.20239 0.0 0.0 0.0
H -0.54008 0.50762 2.78796 0.0 0.0 0.0
H -0.83272 -3.76465 2.90523 0.0 0.0 0.0
H -0.66130 -3.68149 5.36538 0.0 0.0 0.0
H -2.08149 -4.66720 -0.65563 0.0 0.0 0.0
H -2.45238 -4.65277 -3.11346 0.0 0.0 0.0
H -1.85068 -2.57470 -4.41620 0.0 0.0 0.0
H -0.88558 -0.66653 -3.18684 0.0 0.0 0.0
O -0.50680 5.00179 4.04447 0.0 0.0 0.1
S 0.31017 3.91292 3.60428 -0.3 0.1 -0.1
O 1.14340 3.22970 4.56118 0.0 0.0 0.1
N -0.57757 2.80992 2.77473 0.1 0.0 0.2
C -0.13483 2.68312 1.56064 0.0 0.1 -0.4
O -0.57042 1.82661 0.71717 -0.2 0.3 0.3
C 0.96968 3.62210 1.16782 -0.1 0.0 0.1
C 1.61261 3.76037 -0.04898 0.0 0.0 0.0
C 2.61987 4.71436 -0.14407 -0.1 0.0 0.1
C 2.96339 5.50698 0.94984 0.0 0.0 0.0
C 2.30888 5.36971 2.16960 0.0 -0.1 -0.1
C 1.31532 4.41407 2.24167 0.2 0.1 -0.1
H 1.32644 3.15128 -0.89784 0.0 0.0 0.0
H 3.13386 4.85441 -1.08494 0.0 0.0 0.0
H 3.74184 6.25089 0.84375 0.0 0.0 0.0
H 2.56146 5.99163 3.01653 0.0 0.0 0.0
N -2.18428 2.81353 -5.36159 -0.2 0.0 -0.1
C -1.23451 2.54010 -4.76536 -0.1 0.0 0.0
N -0.09211 2.25524 -4.17388 0.3 0.0 -0.2
C 0.06386 1.68905 -3.06281 0.2 0.0 0.3
N 0.37237 1.17612 -2.04879 -0.1 0.1 -0.2
C 4.49246 -0.27412 -7.03978 0.0 0.0 0.0
C 4.20885 -0.22976 -5.56614 0.0 0.0 0.0
C 3.61087 -1.31367 -4.92616 0.0 0.0 0.0
C 3.31482 -1.27912 -3.57391 0.1 0.1 -0.1
C 3.62842 -0.13338 -2.85768 0.1 -0.1 -0.1
C 4.20584 0.96954 -3.46844 0.0 -0.1 -0.1
C 4.50345 0.90728 -4.81973 0.0 0.1 0.0
S 3.23800 -0.02565 -1.14479 -0.7 -0.1 0.1
C 4.57391 -0.93565 -0.41790 0.2 -0.2 -0.1
O 2.03576 -0.97237 -0.96746 0.5 0.3 0.1
H 4.39517 -1.28680 -7.42738 0.0 0.0 0.0
H 5.50026 0.07970 -7.25867 0.0 0.0 0.0
H 3.79567 0.36150 -7.58791 0.0 0.0 0.0
H 3.36164 -2.19685 -5.50125 0.0 0.0 0.0
H 2.81921 -2.10784 -3.08933 0.0 0.0 0.1
H 4.40464 1.87070 -2.90375 0.0 0.0 0.0
H 4.94976 1.76602 -5.30563 0.0 0.0 0.0
H 4.56190 -1.94493 -0.82793 0.0 0.0 0.0
H 4.41311 -0.95272 0.65733 0.0 0.0 0.0
H 5.50612 -0.42750 -0.65886 0.0 0.0 0.0
O 1.93799 0.49268 1.40513 -0.2 0.0 -0.5
N 2.39907 0.25151 2.61111 0.0 0.0 0.1
C 2.29011 -0.98646 3.12619 0.3 0.0 0.0
C 2.74968 -1.23905 4.40024 0.0 -0.1 -0.1
C 3.31720 -0.21479 5.13960 0.0 0.0 0.0
C 3.41471 1.04822 4.57980 0.0 0.0 0.0
C 2.94741 1.26638 3.30306 -0.1 -0.3 0.0
H 1.81567 -1.71002 2.47965 0.1 0.0 0.1
H 2.63086 -2.23598 4.79827 0.0 0.0 0.0
H 3.66400 -0.39524 6.14692 0.0 0.0 0.0
H 3.82165 1.88395 5.12835 0.0 0.0 0.0
H 2.94354 2.21206 2.78671 0.0 0.1 0.0
```
Forces are in eV/Å.


DFT (wB97M-V/def2-TZVPD) results for the molecule CH2FNOS in a non-equilibrium geometry.

Summary:
Relative energy (zero: lowest compared OMol25 entry of this formula, charge and spin), kJ/mol: 302.74
SMILES string: O=CN(F)S
Electronic energy, eV: -18156.388
Gap between HOMO and LUMO, Eh: 0.389
2S+1: 1

Geometry as XYZ:
```
7
Properties=species:S:1:pos:R:3:forces:R:3
O -1.60496 0.97976 -0.30043 2.8 -2.6 -0.7
C -0.91277 -0.08132 -0.41245 -4.9 4.7 1.4
N 0.37334 -0.19822 -0.27816 3.9 -1.7 0.0
F 0.77342 -1.64032 -0.14602 -0.7 2.0 -0.2
S 1.58784 0.87330 0.08948 -1.1 -0.1 1.8
H -1.44279 -0.96894 -0.43098 -0.7 -2.3 -0.5
H 1.22592 1.03574 1.47856 0.6 -0.1 -1.8
```
Forces are in eV/Å.


DFT (wB97M-V/def2-TZVPD) results for a 2-piece molecular cluster, C4H7NO overall in a non-equilibrium geometry.

Summary:
Relative energy (zero: lowest compared OMol25 entry of this formula, charge and spin), kJ/mol: 533.71
Electronic energy, eV: -7794.113
Gap between HOMO and LUMO (alpha / beta), Eh: 0.320 / 0.320
2S+1: 1

Geometry as XYZ:
```
13
Properties=species:S:1:pos:R:3:forces:R:3
C 1.34951 -0.69724 -0.51376 0.2 0.0 -0.1
C 0.42386 0.78847 0.89113 0.0 0.1 0.0
O -0.70849 0.19249 1.11156 0.2 0.0 0.0
C -1.33736 -0.28907 -0.02815 -0.3 0.0 -0.1
C -1.65516 0.70953 -1.01260 -0.1 0.6 -0.6
N -1.83458 1.51869 -1.82600 0.2 -0.7 0.7
H 1.36921 -1.75343 -0.81729 0.0 0.1 0.1
H 1.61277 -0.08628 -1.38042 0.0 -0.1 0.1
H 2.13816 -0.60782 0.23663 -0.1 0.0 -0.1
H 0.50124 1.50440 0.07536 0.0 -0.1 0.1
H 1.03398 0.92516 1.77881 -0.1 0.0 -0.1
H -2.15286 -0.94930 0.24972 0.1 0.1 -0.1
H 0.05610 -0.72281 -0.44601 0.1 0.0 0.0
```
Forces are in eV/Å.


DFT (wB97M-V/def2-TZVPD) results for C17H58F3O15Y as an isolated structure in a non-equilibrium geometry.

Summary:
Electronic energy, eV: -58444.291
Charge: +3
Gap between HOMO and LUMO (alpha / beta), Eh: 0.193 / 0.077
2S+1: 2

Geometry as XYZ:
```
94
Properties=species:S:1:pos:R:3:forces:R:3
Y 26.10312 20.88288 -10.16349 -4.7 -2.4 2.7
C 23.69768 19.63295 -8.08373 0.5 0.2 -1.8
O 23.07750 20.61956 -8.96936 -0.5 -0.4 1.4
O 25.05667 19.81570 -8.33673 0.5 1.1 -1.3
C 23.23170 19.51193 -6.53341 1.9 1.0 0.5
F 22.04715 18.98445 -6.34169 -1.3 -1.0 -1.1
F 24.10569 18.77166 -5.84469 0.4 -0.8 -0.8
F 23.19001 20.64014 -5.84057 0.2 1.7 -0.5
C 21.70652 20.86693 -8.79066 -1.6 2.8 -0.5
C 21.21045 21.81092 -9.94974 0.3 -0.8 0.3
H 21.37139 21.32741 -10.91329 0.2 0.2 -0.1
H 20.14572 22.04333 -9.92926 -0.2 -0.4 0.4
H 21.64014 22.81116 -9.89522 0.5 -0.2 -0.1
H 21.57785 21.49630 -7.91008 0.1 -0.3 0.4
H 20.97896 20.05961 -8.70701 0.7 -0.9 -0.1
H 23.33971 18.73418 -8.58590 0.1 -0.9 0.7
C 23.56347 23.86921 -6.26828 -0.1 0.1 -0.4
O 22.97251 23.48196 -7.55301 1.2 -0.2 0.6
H 24.60586 23.55062 -6.26303 -0.1 0.0 -0.1
H 23.50063 24.94411 -6.09876 0.1 0.1 -0.4
H 23.06733 23.43832 -5.39863 -0.2 -0.5 -0.3
H 22.06665 23.79968 -7.56169 -0.5 0.2 0.3
C 20.01285 21.55754 -4.89522 1.0 0.7 -0.3
O 19.11066 20.61861 -4.33818 0.5 0.4 -0.3
H 21.04801 21.35605 -4.61963 0.0 -0.1 0.3
H 20.05000 21.52549 -5.98411 -0.6 -0.3 -0.1
H 19.80066 22.58954 -4.61586 -0.3 0.0 0.2
H 19.40272 20.52877 -3.42811 -0.4 -0.4 0.3
C 18.58995 18.18552 -6.70448 -0.4 -0.1 -0.2
O 17.91893 19.37318 -6.28334 -0.3 -1.1 -1.8
H 19.64816 18.24258 -6.95950 0.1 0.7 0.2
H 18.51843 17.39995 -5.95225 -0.3 -0.1 0.1
H 18.06657 17.85982 -7.60342 -0.1 -0.4 0.0
H 18.43552 19.83155 -5.61654 0.5 0.6 1.2
C 25.60720 17.39121 -11.39507 -1.7 -2.8 0.2
O 26.27141 18.60012 -11.32865 1.6 2.7 0.3
H 26.21473 16.58432 -10.98526 0.1 0.1 0.1
H 24.67431 17.38284 -10.83139 0.1 0.5 0.1
H 25.34933 17.10808 -12.41559 0.1 0.3 -0.2
H 27.09107 18.42491 -11.79668 0.5 0.2 -0.1
C 26.20661 16.21089 -4.54831 -2.1 0.6 0.5
O 27.48024 15.68412 -4.52924 0.8 -0.2 -0.5
H 26.19773 17.29762 -4.46441 0.5 0.0 0.3
H 25.60299 16.02750 -5.43719 0.3 -0.4 -0.5
H 25.61498 15.80820 -3.72617 -0.1 0.2 0.2
H 27.37445 14.73053 -4.49626 0.4 -0.2 0.0
C 24.30592 15.58291 -8.10940 0.1 -2.2 0.3
O 23.88947 14.42511 -7.28606 -0.4 2.0 -0.7
H 24.20475 16.48199 -7.50151 0.6 -0.3 0.2
H 25.28210 15.30478 -8.50665 0.6 0.8 0.5
H 23.77213 15.78304 -9.03844 -1.0 -0.5 0.0
H 24.17590 13.59029 -7.66371 0.1 0.1 -0.3
C 23.96752 20.89916 -12.69293 -0.6 0.6 -0.5
O 24.11578 20.34302 -11.38285 1.8 0.6 -0.4
H 23.95037 21.98801 -12.64599 -0.1 0.1 0.3
H 24.76091 20.65211 -13.39833 0.0 -0.6 0.1
H 22.98979 20.58926 -13.06186 0.2 0.0 -0.3
H 23.37219 19.75780 -11.22107 -0.6 -0.7 0.6
C 17.36384 20.88431 -9.38314 0.0 0.9 -0.2
O 16.53767 19.98900 -8.75141 -1.0 0.6 -0.7
H 16.84191 21.60492 -10.01275 -0.4 -0.5 0.1
H 17.91138 21.43854 -8.62082 0.4 0.1 0.4
H 18.13193 20.36365 -9.95502 0.4 -0.4 -0.2
H 17.00310 19.47964 -8.08393 0.8 -0.6 1.3
C 24.44482 24.00800 -10.45230 -0.2 0.9 -0.7
O 24.55975 22.70198 -9.89018 2.1 -0.6 -0.8
H 24.35209 24.76548 -9.67401 0.0 -0.2 0.0
H 25.29173 24.25128 -11.09390 0.3 -0.2 0.3
H 23.59597 24.04087 -11.13529 -0.3 0.0 0.3
H 23.86125 22.58700 -9.24174 -0.6 -0.3 1.1
C 27.63000 18.51083 -6.60227 -0.9 -0.7 0.3
O 28.64026 17.61428 -6.28001 0.8 0.5 -0.3
H 27.97740 19.38220 -7.15737 0.3 0.0 -0.1
H 26.87842 17.93855 -7.14607 -0.4 0.4 -0.7
H 27.10665 18.84472 -5.70632 0.0 0.5 0.1
H 28.20172 16.93036 -5.76861 0.4 -0.7 0.4
C 22.14948 17.39051 -12.34993 -0.5 -1.0 0.1
O 21.93440 18.38755 -11.34791 0.7 1.0 -0.3
H 21.26479 17.23787 -12.96810 -0.1 0.1 0.1
H 22.96331 17.60662 -13.04209 0.1 0.5 0.4
H 22.37570 16.46646 -11.81790 0.1 -0.3 -0.4
H 21.24936 18.08626 -10.74662 0.0 -0.1 -0.1
C 20.62752 25.34049 -8.71947 -0.1 -0.2 -0.6
O 20.57695 24.61442 -7.51900 -0.1 -0.6 1.0
H 21.62597 25.76292 -8.83238 -0.2 0.6 0.2
H 20.54910 24.61417 -9.52842 -0.4 0.2 -0.4
H 19.79636 26.04560 -8.72886 0.5 0.3 -0.5
H 19.74556 24.77210 -7.06567 0.1 0.0 0.1
C 26.35653 21.67968 -4.79872 -0.3 -0.3 1.1
O 27.07713 22.59580 -5.59211 -0.1 -0.2 -0.7
H 27.00348 21.08176 -4.15682 0.2 0.0 0.0
H 25.65805 22.19705 -4.14103 -0.1 0.1 0.1
H 25.76782 20.95615 -5.36265 0.2 0.3 -0.6
H 27.68725 23.06740 -5.02033 0.1 0.1 0.0
```
Forces are in eV/Å.